Here is C37H25BrF4N3O4PTi as an isolated structure from OMol25. Energies are from wB97M-V/def2-TZVPD.

Each line ends with the Löwdin charge.
Positions of all 76 atoms, in Å:
1 Ti -0.82387 0.70725 -0.05078  1.0259
2 F -0.36105 -1.11755 -8.12719  0.1452
3 C -0.12837 -1.06033 -6.82253  -0.1347
4 C 0.11472 -2.21876 -6.11442  -0.1355
5 F 0.12079 -3.38938 -6.74510  0.1378
6 C 0.36298 -2.14823 -4.75689  -0.1997
7 F 0.63798 -3.29748 -4.13512  0.1101
8 C 0.35562 -0.94925 -4.06063  -0.3104
9 P 0.59337 -0.80984 -2.24160  1.0903
10 C -0.05717 -2.34274 -1.47928  -0.3565
11 C -1.32343 -2.19641 -0.91712  -0.1340
12 C -1.91082 -3.21533 -0.18016  -0.0622
13 C -1.22238 -4.40187 -0.00190  -0.0659
14 C 0.04024 -4.56613 -0.56329  -0.0596
15 C 0.62358 -3.54596 -1.29546  -0.0861
16 C 2.40861 -0.94172 -2.09193  -0.3407
17 C 2.99655 -1.32919 -0.88968  -0.1068
18 C 4.37564 -1.30914 -0.74538  -0.0693
19 C 5.18400 -0.88783 -1.79129  -0.0809
20 C 4.60584 -0.48136 -2.98471  -0.0753
21 C 3.22632 -0.50576 -3.13397  -0.0821
22 C 0.13465 0.21720 -4.80670  -0.5880
23 Br 0.23592 1.93080 -4.03007  0.8902
24 C -0.10620 0.15677 -6.16827  -0.2627
25 F -0.31029 1.26023 -6.88357  0.0873
26 H -1.87700 -1.27427 -1.08095  0.0651
27 H -2.88790 -3.07140 0.26118  0.1143
28 H -1.66187 -5.20271 0.57837  0.1078
29 H 0.57535 -5.49626 -0.42216  0.1087
30 H 1.60934 -3.68110 -1.72076  0.1108
31 H 2.37960 -1.63917 -0.05610  0.1010
32 H 4.81678 -1.62145 0.19261  0.1083
33 H 6.25972 -0.87347 -1.67507  0.1039
34 H 5.22713 -0.14473 -3.80435  0.1052
35 H 2.78995 -0.18394 -4.07194  0.0949
36 O 1.09636 0.65158 0.31941  -0.2699
37 C 1.56642 0.36430 1.51195  -0.2011
38 C 0.82831 -0.11936 2.62132  -0.1418
39 C 1.52603 -0.36003 3.82465  0.0398
40 C 0.87729 -0.81627 4.93942  -0.1642
41 C -0.49723 -1.08114 4.92834  -0.0091
42 C -1.19749 -0.86113 3.76804  -0.0043
43 C -0.58326 -0.37434 2.61255  -0.3024
44 O -1.33185 -0.14020 1.53565  -0.1827
45 N 1.63644 -1.02636 6.16718  -0.3558
46 O 2.82896 -0.77723 6.15897  0.0629
47 O 1.03666 -1.44068 7.14277  0.0661
48 H 2.64003 0.48952 1.64759  0.1233
49 H 2.59044 -0.17231 3.87577  0.1265
50 H -0.97915 -1.43678 5.82648  0.1161
51 H -2.26511 -1.03432 3.72214  0.1241
52 C -0.32501 3.33497 1.68902  -0.1469
53 N -0.94543 2.76462 0.50809  -0.0731
54 C -1.54418 3.49739 -0.36557  -0.0631
55 C -2.16210 2.87052 -1.48291  -0.3625
56 C -2.93822 3.39031 -2.51735  -0.0541
57 C -3.42940 2.29093 -3.22600  -0.1014
58 C -2.93812 1.15587 -2.58338  -0.1901
59 N -2.18056 1.48909 -1.52217  -0.0839
60 C -1.00950 2.94237 2.98004  -0.2149
61 C -0.25286 2.83901 4.14195  -0.0443
62 C -0.85187 2.51909 5.35070  -0.0790
63 C -2.22026 2.29207 5.40719  -0.0893
64 C -2.97928 2.38584 4.24904  -0.0770
65 C -2.37618 2.70925 3.04079  -0.0394
66 H -0.28750 4.42808 1.60882  0.1297
67 H 0.70654 2.97675 1.72770  0.1142
68 H -1.61711 4.57921 -0.24189  0.1439
69 H -3.11215 4.43525 -2.72291  0.1049
70 H -4.06456 2.30545 -4.09671  0.0931
71 H -3.10530 0.12051 -2.84633  0.1035
72 H 0.81904 2.99943 4.09752  0.1194
73 H -0.24886 2.43252 6.24558  0.1076
74 H -2.68927 2.03125 6.34707  0.1032
75 H -4.04606 2.20344 4.28264  0.1036
76 H -2.97900 2.77200 2.14307  0.1119

Its total energy is -6054.4609 Eh. As for the net charge: 0. Its spin multiplicity is 3. The gap between HOMO and LUMO (spin up / spin down) is 5.82 / 7.88 eV. The value obtained for the molecular weight is 810.4 g/mol. The energy relative to the best compared isomer or geometry (same formula, charge and spin) is 0.0000 eV. As for the highest occupied orbital energy (spin up / spin down): -0.2232 / -0.3049 Ha. The calculation puts the LUMO energy (spin up / spin down) at -0.2 / -0.4 eV.

Here is C37H26AsCl2F10FeN3O2S as an isolated structure from OMol25. Energies are from wB97M-V/def2-TZVPD.

Each line ends with the Löwdin charge.
Positions of all 83 atoms, in Å:
1 Fe 0.58936 -0.37492 1.79576  0.5212
2 C 1.66544 2.32213 2.26938  -0.0420
3 N 0.45953 1.48563 2.48003  -0.2529
4 C -0.63028 2.09123 1.69944  -0.1894
5 C -1.71720 1.11793 1.31801  -0.2076
6 N -1.09443 -0.14036 0.90269  -0.0549
7 C -1.80794 -0.97022 0.08487  -0.1548
8 C -3.03761 -0.69143 -0.55773  -0.1367
9 F -3.73132 0.45660 -0.34625  0.0430
10 C -3.64967 -1.55705 -1.45049  -0.1563
11 F -4.79589 -1.17716 -2.03563  0.1020
12 C -3.10948 -2.78535 -1.75028  -0.1562
13 F -3.69984 -3.61412 -2.62430  0.1017
14 C -1.94694 -3.14105 -1.09294  -0.1525
15 F -1.41053 -4.34761 -1.30015  0.1182
16 C -1.34643 -2.27315 -0.21010  -0.1620
17 F -0.28011 -2.74463 0.44455  0.0694
18 C 0.20253 1.38933 3.93870  -0.1383
19 C -0.71774 0.23382 4.23176  -0.1966
20 N -0.22287 -0.87952 3.44431  -0.0459
21 C -0.71584 -2.13164 3.67253  -0.1626
22 C -1.87467 -2.45966 4.39646  -0.1299
23 F -2.68408 -1.49374 4.88623  0.0723
24 C -2.27747 -3.76414 4.62507  -0.1530
25 F -3.39873 -3.99442 5.32400  0.1027
26 C -1.56115 -4.82532 4.11531  -0.1522
27 F -1.95904 -6.08976 4.32366  0.1000
28 C -0.42216 -4.55133 3.37672  -0.1504
29 F 0.30374 -5.56005 2.88479  0.1180
30 C -0.02048 -3.25073 3.17500  -0.2043
31 F 1.11127 -3.04506 2.49458  0.0387
32 H 1.42837 3.35276 2.55886  0.1013
33 H 2.48567 1.94546 2.86699  0.0723
34 H 1.93651 2.29400 1.21454  0.0842
35 H -1.00673 2.99217 2.19818  0.1330
36 H -0.16950 2.38946 0.76226  0.0427
37 H -2.44786 0.95971 2.11815  0.1130
38 H -2.24264 1.59837 0.49460  0.1005
39 H 1.17146 1.21455 4.40503  0.1084
40 H -0.19936 2.34137 4.30524  0.1309
41 H -0.68516 0.01377 5.30399  0.1303
42 H -1.75233 0.49816 3.99407  0.0981
43 S 1.92353 -0.69566 -0.04070  0.7324
44 C 1.11680 -1.08051 -1.56897  -0.6674
45 C 1.29284 -2.40227 -2.00833  -0.1388
46 C 0.75438 -2.85754 -3.19710  -0.0929
47 C 0.02309 -1.98974 -3.99850  -0.0911
48 C -0.14110 -0.67616 -3.59251  -0.1000
49 C 0.39599 -0.20895 -2.39194  -0.3977
50 As 0.14937 1.65531 -1.85650  1.3741
51 C -0.97864 2.25696 -3.33845  -0.4047
52 C -0.51815 2.90542 -4.47872  -0.1057
53 C -1.40944 3.31902 -5.46218  -0.0930
54 C -2.76839 3.08136 -5.31878  -0.1017
55 C -3.23764 2.43241 -4.18375  -0.0856
56 C -2.34808 2.03413 -3.19746  -0.1205
57 C 1.86653 2.40010 -2.41392  -0.3961
58 C 2.00150 3.78810 -2.41679  -0.1434
59 C 3.22315 4.38092 -2.69975  -0.1017
60 C 4.33240 3.58784 -2.96215  -0.1035
61 C 4.20956 2.20651 -2.94504  -0.0828
62 C 2.98301 1.61302 -2.67335  -0.0972
63 H 1.84830 -3.07637 -1.36835  0.1015
64 H 0.89689 -3.89033 -3.49067  0.1034
65 H -0.40888 -2.32657 -4.93247  0.0979
66 H -0.69320 -0.00017 -4.23215  0.0892
67 H 0.54259 3.07897 -4.61048  0.0951
68 H -1.03668 3.82176 -6.34646  0.0974
69 H -3.46064 3.40106 -6.08775  0.0954
70 H -4.29655 2.24110 -4.06193  0.1018
71 H -2.72340 1.53626 -2.30983  0.0816
72 H 1.14118 4.41373 -2.20120  0.0990
73 H 3.31101 5.46052 -2.70673  0.0958
74 H 5.29125 4.04619 -3.17031  0.0950
75 H 5.07368 1.58255 -3.13643  0.1010
76 H 2.89929 0.53457 -2.65387  0.0849
77 Cl 2.57672 -2.68626 5.15438  0.6281
78 C 3.71397 -1.83382 4.07084  -0.9801
79 Cl 4.18166 -2.83253 2.69125  0.6094
80 C 3.11103 -0.46930 3.67272  -0.7393
81 O 3.42871 0.45241 4.42476  0.0120
82 O 2.39510 -0.38987 2.63678  -0.2057
83 H 4.59887 -1.64817 4.66496  0.0500

Its total energy is -7557.0559 Eh. As for the net charge: -1. Its spin multiplicity is 2. The gap between HOMO and LUMO (spin up / spin down) is 7.15 / 7.17 eV. The value obtained for the molecular weight is 968.4 g/mol. As for the highest occupied orbital energy (spin up / spin down): -0.1783 / -0.1740 Ha. The calculation puts the LUMO energy (spin up / spin down) at 2.3 / 2.4 eV.

Here is C37H26BBrCoF12N7O2P as an isolated structure in a non-equilibrium geometry from OMol25. Energies are from wB97M-V/def2-TZVPD.

Each line ends with the Löwdin charge.
Positions of all 88 atoms, in Å:
1 Co 0.11920 0.17511 0.41906  0.6189
2 C -2.87671 -2.42612 1.93942  -0.0414
3 C -2.48704 -1.30087 1.20074  -0.1420
4 N -1.16108 -1.22094 1.16047  -0.0128
5 N -0.67711 -2.26673 1.84353  -0.0234
6 C -1.68646 -3.00963 2.33017  -0.0639
7 B 0.84583 -2.42482 1.97526  -0.4993
8 N 1.46973 -2.39752 0.55325  -0.0163
9 C 2.42196 -3.20324 0.05012  -0.0653
10 C 2.97359 -2.60143 -1.05895  -0.0341
11 C 2.29398 -1.38103 -1.16585  -0.1243
12 N 1.38738 -1.27345 -0.20262  -0.0356
13 N 1.45218 -1.18705 2.68858  -0.0054
14 C 2.23284 -1.13190 3.78146  -0.0669
15 C 2.79880 0.12309 3.84877  -0.0447
16 C 2.30394 0.78591 2.71800  -0.1216
17 N 1.49251 -0.00720 2.03059  0.0021
18 H -3.87750 -2.76139 2.15635  0.0982
19 H -3.08520 -0.54996 0.70149  0.1150
20 H -1.48989 -3.89694 2.91204  0.1244
21 H 1.11756 -3.44113 2.55963  0.1227
22 H 2.64056 -4.15114 0.51780  0.1262
23 H 3.76524 -2.96959 -1.69092  0.1008
24 H 2.43982 -0.58080 -1.87549  0.1109
25 H 2.32515 -1.98233 4.43857  0.1239
26 H 3.47834 0.50405 4.59296  0.0964
27 H 2.52427 1.78327 2.37155  0.1088
28 F -3.65453 1.84429 -0.68037  0.1251
29 C -2.87896 2.79671 -1.23799  -0.5426
30 F -3.04958 2.72884 -2.57011  0.1522
31 F -3.34427 3.97594 -0.82547  0.1557
32 C -1.38971 2.60739 -0.87561  -0.5675
33 O -0.72013 3.61589 -0.71732  0.0676
34 O -1.05172 1.38381 -0.80270  -0.1343
35 Br -1.61729 4.91583 4.94370  0.7879
36 C -1.19758 3.59832 3.67127  -0.6815
37 C -0.22811 3.83991 2.71919  -0.0754
38 C 0.06209 2.83126 1.82079  -0.1321
39 N -0.55041 1.64500 1.83616  0.0165
40 C -1.49794 1.43554 2.75354  -0.0779
41 C -1.85301 2.38066 3.69624  -0.0828
42 H 0.28894 4.78656 2.66396  0.1155
43 H 0.80540 2.98674 1.05224  0.1181
44 H -1.98395 0.47058 2.73965  0.0999
45 H -2.61765 2.16588 4.42831  0.1088
46 F -1.33242 -7.65586 -3.76199  0.1412
47 C -2.19915 -7.00619 -2.96065  -0.5881
48 F -2.18604 -7.63331 -1.77411  0.1355
49 F -3.42120 -7.18160 -3.49334  0.1423
50 C -1.85282 -5.55059 -2.84197  -0.1217
51 C -2.00247 -4.73730 -3.96352  0.0001
52 C -1.70223 -3.39219 -3.87823  -0.0693
53 C -1.24092 -2.84097 -2.67786  -0.3560
54 C -1.08796 -3.66902 -1.57330  -0.0640
55 C -1.39217 -5.02660 -1.65034  0.0040
56 P -0.86204 -1.05114 -2.46745  1.1375
57 C 0.47277 -0.79599 -3.69514  -0.3736
58 C 0.90526 0.52268 -3.86680  -0.1010
59 C 2.02277 0.81384 -4.63584  0.0007
60 C 2.74047 -0.22294 -5.21246  -0.1251
61 C 2.31566 -1.53645 -5.06504  -0.0027
62 C 1.18523 -1.82037 -4.31414  -0.0640
63 C 3.99549 0.04419 -5.99071  -0.5885
64 F 5.01005 -0.73070 -5.56205  0.1374
65 F 4.39742 1.31982 -5.88944  0.1384
66 F 3.83658 -0.22140 -7.30084  0.1431
67 C -2.33627 -0.39794 -3.35974  -0.3496
68 C -2.31138 0.35534 -4.52941  -0.0613
69 C -3.49200 0.81092 -5.09852  -0.0066
70 C -4.70676 0.51121 -4.50571  -0.1276
71 C -4.74972 -0.23447 -3.33808  -0.0008
72 C -3.56855 -0.67760 -2.76950  -0.0849
73 C -5.96600 1.02220 -5.13980  -0.5852
74 F -7.06715 0.47227 -4.60296  0.1349
75 F -6.08402 2.35638 -5.00862  0.1448
76 F -5.99538 0.76235 -6.46093  0.1366
77 H -2.35723 -5.16302 -4.89462  0.1278
78 H -1.82589 -2.75945 -4.75061  0.1192
79 H -0.72834 -3.25160 -0.63876  0.0782
80 H -1.27474 -5.66464 -0.78460  0.1198
81 H 0.37350 1.33003 -3.36969  0.1133
82 H 2.34844 1.83757 -4.76480  0.1240
83 H 2.87889 -2.33899 -5.52674  0.1277
84 H 0.86628 -2.84992 -4.20893  0.1045
85 H -1.37280 0.59291 -5.01158  0.0981
86 H -3.46493 1.40098 -6.00698  0.1287
87 H -5.70083 -0.46136 -2.87606  0.1227
88 H -3.60161 -1.24844 -1.84624  0.1050

Its total energy is -7480.9389 Eh. As for the net charge: 0. Its spin multiplicity is 2. The gap between HOMO and LUMO (spin up / spin down) is 8.22 / 8.51 eV. The value obtained for the molecular weight is 1009.3 g/mol. The energy relative to the best compared isomer or geometry (same formula, charge and spin) is 1.4685 eV. As for the highest occupied orbital energy (spin up / spin down): -0.3126 / -0.3122 Ha. The calculation puts the LUMO energy (spin up / spin down) at -0.3 / 0.0 eV.

Here is C37H26Cl5GeOPPtSe2 as an isolated structure from OMol25. Energies are from wB97M-V/def2-TZVPD.

Each line ends with the Löwdin charge.
Positions of all 74 atoms, in Å:
1 Pt 0.22361 -0.18220 -0.37987  0.5215
2 Cl -3.20472 -0.83455 6.59216  0.5883
3 C -2.71203 -0.51313 4.96160  -0.7532
4 C -1.95891 -1.44088 4.23989  -0.7209
5 Cl -1.55784 -2.95383 4.98850  0.6194
6 C -1.52262 -1.17581 2.95446  -0.6073
7 Cl -0.65162 -2.36798 2.06027  0.6693
8 C -1.76367 0.08645 2.30585  -0.5078
9 O -1.29010 0.44754 1.20470  -0.2743
10 C -2.61753 0.96941 3.05415  -0.6248
11 Cl -3.02281 2.45580 2.27829  0.6969
12 C -3.05003 0.68780 4.33257  -0.7301
13 Cl -3.99968 1.85187 5.19964  0.6211
14 Se -0.06339 3.38613 -1.04799  0.2028
15 P -0.61247 1.83763 -2.41529  0.0329
16 Se -1.83751 0.13713 -1.91548  0.2570
17 C -1.52297 2.73648 -3.76755  -0.3906
18 C -2.85203 2.46633 -4.06652  -0.1235
19 C -3.51722 3.17576 -5.06173  -0.1081
20 C -2.85567 4.15882 -5.78091  -0.1253
21 C -1.52481 4.43620 -5.49016  -0.1049
22 C -0.86979 3.73722 -4.48806  -0.1104
23 C 0.81153 1.26584 -3.42768  -0.4082
24 C 1.94500 2.06235 -3.53661  -0.1446
25 C 2.99388 1.67937 -4.36404  -0.1036
26 C 2.91811 0.49771 -5.08586  -0.1125
27 C 1.78652 -0.30206 -4.97620  -0.0978
28 C 0.73948 0.07909 -4.15094  -0.1182
29 H -3.37108 1.69504 -3.51107  0.0375
30 H -4.55798 2.95560 -5.27154  0.0898
31 H -3.37164 4.71043 -6.55896  0.0848
32 H -0.99697 5.20669 -6.04102  0.0901
33 H 0.15645 3.98187 -4.24595  0.0858
34 H 2.00034 2.97009 -2.94673  0.0456
35 H 3.87930 2.30226 -4.43609  0.0875
36 H 3.74005 0.19527 -5.72529  0.0867
37 H 1.72613 -1.23431 -5.52576  0.0910
38 H -0.13337 -0.55082 -4.03450  0.0551
39 C 1.96573 -0.48301 0.21035  -0.5080
40 Ge 3.01053 0.76962 1.23791  0.8743
41 C 4.72091 0.01610 1.90669  -0.2620
42 C 5.14921 -1.25509 1.52681  -0.1093
43 C 6.35043 -1.78098 1.99043  -0.1105
44 C 7.14880 -1.03936 2.85026  -0.1238
45 C 6.73920 0.23024 3.24008  -0.1103
46 C 5.53942 0.74728 2.76906  -0.1089
47 C 3.54091 2.46816 0.41557  -0.2713
48 C 3.63664 3.63396 1.17445  -0.1180
49 C 4.09257 4.81898 0.60919  -0.1021
50 C 4.46978 4.85037 -0.72623  -0.1091
51 C 4.38352 3.69446 -1.49184  -0.1044
52 C 3.92020 2.51631 -0.92340  -0.1175
53 C 1.89635 1.12812 2.81902  -0.2663
54 C 0.95890 2.16300 2.80281  -0.1062
55 C 0.11021 2.36431 3.88348  -0.0985
56 C 0.16576 1.51872 4.98561  -0.1033
57 C 1.07234 0.46748 5.00002  -0.0983
58 C 1.93426 0.28066 3.92485  -0.1071
59 H 2.27393 -1.51055 0.46324  -0.0886
60 H 4.53308 -1.84537 0.85676  0.0856
61 H 6.66105 -2.77241 1.68034  0.0901
62 H 8.08387 -1.44750 3.21626  0.0862
63 H 7.35566 0.81711 3.91169  0.0897
64 H 5.23336 1.74173 3.07925  0.0962
65 H 3.32738 3.62278 2.21449  0.0920
66 H 4.14248 5.72056 1.20919  0.0908
67 H 4.81710 5.77460 -1.17326  0.0884
68 H 4.66129 3.71710 -2.54003  0.0878
69 H 3.82286 1.62614 -1.53498  0.0945
70 H 0.85468 2.78407 1.91842  0.0701
71 H -0.62822 3.15635 3.84414  0.0891
72 H -0.52161 1.65692 5.81287  0.0984
73 H 1.09451 -0.21893 5.83923  0.0964
74 H 2.63737 -0.54685 3.94499  0.0968

Its total energy is -11142.2711 Eh. As for the net charge: -2. Its spin multiplicity is 1. The gap between HOMO and LUMO is 5.45 eV. The value obtained for the molecular weight is 1120.5 g/mol. The energy relative to the best compared isomer or geometry (same formula, charge and spin) is 0.0000 eV. As for the highest occupied orbital energy: -0.0484 Ha. The calculation puts the LUMO energy at 4.1 eV.